1.
{
  "formula": "C4H5NO",
  "method": "wB97M-V/def2-TZVPD",
  "elements": ["C", "C", "C", "C", "N", "O", "H", "H", "H", "H", "H"],
  "coordinates": [[-0.85, 1.51, -0.93], [0.06, 0.99, -0.10], [0.17, -0.39, 0.34], [0.84, -0.98, 1.32], [-0.44, -1.31, -0.74], [-0.26, -2.49, -0.60], [-0.81, 2.53, -1.42], [-1.79, 0.95, -1.28], [0.85, 1.54, 0.11], [0.88, -2.00, 1.27], [1.33, -0.35, 2.03]],
  "de_lowest_kj_mol": 418.8,
  "homo_lumo_gap_ev": 8.49,
  "smiles": "C=CC(=C)N=O",
  "e_lumo_ev": -0.6,
  "homo_ev": -9.08,
  "max_force_ev_per_a": 4.5
}

2.
{
  "formula": "C6H10",
  "method": "wB97M-V/def2-TZVPD",
  "elements": ["C", "C", "C", "C", "C", "C", "H", "H", "H", "H", "H", "H", "H", "H", "H", "H"],
  "coordinates": [[1.48, -1.68, 1.32], [0.05, -1.48, 0.88], [-0.30, -0.66, -0.08], [-0.55, 0.49, -0.66], [-0.88, 0.74, -2.11], [-0.44, 1.62, 0.36], [2.15, -1.10, 0.69], [1.59, -1.33, 2.35], [1.79, -2.73, 1.29], [-0.74, -1.95, 1.47], [-0.95, -0.20, -2.68], [-1.85, 1.26, -2.20], [-0.13, 1.37, -2.59], [0.56, 1.60, 0.80], [-0.62, 2.63, -0.02], [-1.15, 1.43, 1.18]],
  "de_lowest_kj_mol": 150.3,
  "homo_lumo_gap_ev": 9.85,
  "smiles": "CC=C=C(C)C",
  "e_lumo_ev": 1.0,
  "homo_ev": -8.81,
  "max_force_ev_per_a": 0.3
}

3.
{
  "formula": "C32H47Cl3LaN3O3SSi",
  "method": "wB97M-V/def2-TZVPD",
  "elements": ["C", "C", "H", "H", "H", "C", "C", "H", "H", "H", "H", "La", "Cl", "Cl", "H", "H", "C", "C", "N", "H", "C", "O", "H", "H", "H", "H", "H", "H", "C", "C", "N", "H", "C", "O", "H", "H", "H", "H", "O", "C", "C", "C", "H", "C", "H", "C", "H", "C", "C", "H", "H", "H", "Si", "Cl", "C", "C", "C", "H", "H", "H", "H", "H", "H", "H", "H", "H", "N", "S", "C", "C", "C", "C", "C", "C", "C", "C", "C", "C", "C", "C", "H", "H", "H", "H", "H", "H", "H", "H", "H", "H", "H"],
  "coordinates": [[-2.36, -4.08, -4.32], [-1.15, -3.19, -4.22], [-2.20, -4.77, -5.17], [-3.31, -3.55, -4.51], [-2.51, -4.65, -3.40], [-0.56, -2.72, -5.32], [-1.12, -2.83, -6.71], [0.44, -2.27, -5.27], [-2.05, -2.25, -6.76], [-1.34, -3.84, -7.11], [-0.42, -2.35, -7.41], [-0.85, 1.53, 1.33], [-0.14, -0.96, 2.54], [-2.88, 3.23, 0.80], [-1.59, 3.49, 6.23], [-1.40, 0.66, 7.65], [-2.46, 2.87, 5.98], [-2.22, 0.57, 6.92], [-2.05, 1.49, 5.79], [-2.91, 3.24, 5.07], [-1.45, 1.17, 4.65], [-1.32, 2.02, 3.72], [-2.26, -0.46, 6.57], [-1.09, 0.14, 4.56], [-3.17, 2.89, 6.80], [-3.16, 0.81, 7.43], [-2.26, 0.37, -3.10], [0.09, 1.18, -5.25], [-2.15, 1.46, -3.20], [-0.24, 2.09, -4.73], [-0.74, 1.84, -3.36], [-2.57, 1.96, -2.32], [0.09, 2.06, -2.32], [-0.20, 2.19, -1.12], [0.60, 2.80, -4.69], [1.15, 2.13, -2.65], [-2.66, 1.78, -4.11], [-1.04, 2.54, -5.33], [-1.61, -2.29, -1.95], [-0.69, -2.86, -2.76], [0.95, -0.93, -3.30], [0.73, -2.18, -2.71], [0.09, -0.38, -3.68], [2.24, -0.44, -3.50], [-0.57, -3.89, -2.37], [1.82, -2.85, -2.15], [2.39, 0.48, -4.08], [3.34, -1.17, -3.02], [3.12, -2.35, -2.31], [1.65, -3.79, -1.64], [4.36, -0.80, -3.22], [3.99, -2.90, -1.90], [-3.58, -1.79, -0.13], [-1.85, -0.11, -0.34], [-4.93, -0.45, 0.17], [-3.19, -2.54, 1.54], [-4.13, -2.94, -1.47], [-4.51, 0.50, 0.55], [-5.68, -0.81, 0.90], [-5.46, -0.22, -0.76], [-4.19, -2.41, -2.43], [-5.13, -3.31, -1.19], [-3.49, -3.82, -1.57], [-2.12, -2.67, 1.70], [-3.69, -3.50, 1.70], [-3.57, -1.85, 2.31], [1.51, 1.44, 0.99], [2.54, 0.57, 1.86], [4.15, 1.13, 1.28], [5.08, 1.74, 2.13], [6.28, 2.18, 1.60], [6.56, 2.00, 0.24], [5.64, 1.37, -0.60], [4.43, 0.91, -0.08], [2.32, 1.33, 3.46], [2.35, 0.55, 4.62], [2.11, 1.16, 5.85], [1.83, 2.53, 5.91], [1.79, 3.29, 4.75], [2.03, 2.70, 3.50], [1.81, 1.59, 0.03], [4.82, 1.86, 3.19], [6.99, 2.67, 2.26], [7.50, 2.36, -0.16], [5.85, 1.23, -1.66], [3.70, 0.38, -0.71], [2.52, -0.52, 4.51], [2.14, 0.56, 6.75], [1.65, 3.00, 6.88], [1.56, 4.36, 4.79], [1.97, 3.27, 2.57]],
  "de_lowest_kj_mol": 257.7,
  "homo_lumo_gap_ev": 6.19,
  "e_lumo_ev": 0.0,
  "homo_ev": -6.18,
  "max_force_ev_per_a": 3.3
}

4.
{
  "formula": "C25H70ClN6O16",
  "method": "wB97M-V/def2-TZVPD",
  "elements": ["Cl", "O", "O", "O", "O", "C", "O", "C", "C", "N", "C", "C", "O", "C", "H", "H", "H", "H", "H", "H", "H", "H", "H", "H", "H", "H", "H", "H", "H", "C", "O", "C", "C", "N", "C", "C", "O", "C", "H", "H", "H", "H", "H", "H", "H", "H", "H", "H", "H", "H", "H", "H", "H", "C", "O", "C", "C", "N", "C", "C", "O", "C", "H", "H", "H", "H", "H", "H", "H", "H", "H", "H", "H", "H", "H", "H", "H", "C", "O", "C", "C", "N", "C", "C", "O", "C", "H", "H", "H", "H", "H", "H", "H", "H", "H", "H", "H", "H", "H", "H", "H", "C", "O", "N", "N", "H", "H", "H", "H", "O", "H", "H", "O", "H", "H", "O", "H", "H"],
  "coordinates": [[-0.61, -0.20, -1.07], [-1.51, 0.80, -0.50], [-1.00, -0.82, -2.30], [0.67, 0.43, -1.24], [-0.36, -1.24, -0.10], [-2.69, 2.05, 3.35], [-1.34, 1.80, 3.69], [-0.84, 0.58, 3.24], [0.67, 0.49, 3.52], [0.97, 0.22, 4.93], [0.35, 1.08, 5.95], [0.95, 0.97, 7.35], [2.31, 1.33, 7.45], [2.73, 2.61, 7.04], [-3.26, 1.34, 3.97], [-2.81, 1.82, 2.28], [-3.04, 3.07, 3.50], [-1.03, 0.41, 2.18], [-1.23, -0.29, 3.79], [1.25, 1.37, 3.22], [1.16, -0.32, 2.96], [1.98, 0.19, 4.99], [-0.72, 0.90, 5.90], [0.49, 2.12, 5.62], [0.88, -0.09, 7.63], [0.31, 1.52, 8.04], [2.89, 2.65, 5.96], [3.65, 2.88, 7.54], [2.02, 3.38, 7.36], [-6.83, 1.81, 2.92], [-5.80, 2.07, 2.00], [-6.23, 2.24, 0.68], [-7.03, 1.09, 0.03], [-6.31, -0.19, 0.02], [-5.19, -0.26, -0.92], [-4.32, -1.53, -0.82], [-4.11, -2.02, 0.49], [-3.26, -1.19, 1.23], [-7.70, 2.42, 2.67], [-6.63, 2.02, 3.97], [-7.07, 0.75, 2.99], [-5.34, 2.46, 0.08], [-6.80, 3.17, 0.54], [-7.12, 1.32, -1.03], [-8.02, 1.01, 0.48], [-5.79, -0.11, 0.89], [-4.58, 0.63, -0.74], [-5.46, -0.17, -1.98], [-3.39, -1.42, -1.39], [-4.79, -2.30, -1.43], [-2.25, -1.08, 0.82], [-3.04, -1.62, 2.21], [-3.60, -0.19, 1.53], [-2.35, -4.92, -5.66], [-1.45, -4.69, -4.61], [-2.12, -4.67, -3.33], [-1.20, -4.26, -2.21], [-0.23, -5.31, -1.86], [0.41, -4.92, -0.59], [1.60, -5.71, -0.11], [2.78, -5.40, -0.83], [3.53, -6.55, -1.25], [-2.47, -5.99, -5.88], [-1.99, -4.43, -6.57], [-3.34, -4.46, -5.54], [-2.52, -5.64, -3.02], [-2.88, -3.92, -3.55], [-1.81, -4.02, -1.33], [-0.66, -3.35, -2.47], [0.35, -5.23, -2.69], [-0.37, -4.90, 0.17], [0.66, -3.85, -0.50], [1.22, -6.74, -0.13], [1.80, -5.65, 0.96], [4.45, -6.10, -1.63], [3.14, -7.11, -2.10], [3.79, -7.22, -0.44], [4.45, -0.50, -4.23], [5.39, -0.40, -3.21], [4.83, -0.20, -1.91], [4.00, 1.08, -1.82], [4.91, 2.16, -2.30], [4.17, 3.42, -2.44], [5.20, 4.53, -2.46], [5.64, 4.68, -1.14], [6.36, 5.80, -0.76], [3.55, -1.05, -3.94], [4.90, -0.87, -5.15], [4.01, 0.46, -4.53], [5.55, -0.25, -1.10], [4.25, -1.11, -1.68], [3.70, 1.43, -0.82], [3.01, 1.15, -2.30], [5.11, 1.74, -3.20], [3.50, 3.48, -1.59], [3.61, 3.42, -3.38], [4.76, 5.50, -2.77], [6.03, 4.51, -3.18], [7.35, 5.77, -1.23], [6.45, 5.70, 0.32], [5.92, 6.79, -0.92], [0.01, 4.74, -2.86], [-0.25, 4.74, -4.07], [-0.38, 5.77, -2.04], [0.49, 3.65, -2.22], [-0.62, 6.57, -2.59], [-0.10, 5.78, -1.08], [0.33, 3.73, -1.23], [0.15, 2.78, -2.62], [0.91, 0.18, -4.35], [1.12, -0.59, -4.88], [0.29, -0.15, -3.68], [3.29, 0.50, 1.25], [3.68, -0.35, 1.48], [2.47, 0.28, 0.79], [0.17, -3.35, 2.66], [-0.67, -3.77, 2.85], [-0.05, -2.65, 2.03]],
  "charge": -1,
  "de_lowest_kj_mol": 196.8,
  "homo_lumo_gap_ev": 8.57,
  "e_lumo_ev": 2.4,
  "homo_ev": -6.20,
  "max_force_ev_per_a": 3.4
}

5.
{
  "formula": "C33H23BrClN4O4Pd",
  "method": "wB97M-V/def2-TZVPD",
  "elements": ["Pd", "O", "C", "C", "C", "C", "C", "C", "C", "N", "N", "C", "O", "C", "C", "C", "C", "C", "C", "H", "H", "H", "H", "H", "H", "H", "H", "H", "H", "Br", "C", "C", "C", "C", "C", "C", "N", "C", "C", "C", "C", "C", "C", "N", "H", "H", "H", "H", "H", "H", "H", "H", "H", "Cl", "C", "C", "C", "C", "C", "C", "C", "O", "O", "H", "H", "H", "H"],
  "coordinates": [[0.95, -0.31, -0.18], [1.35, -1.01, -2.21], [2.45, -0.88, -2.81], [2.46, -0.93, -4.25], [3.61, -0.82, -4.95], [4.88, -0.67, -4.31], [4.93, -0.63, -2.96], [3.75, -0.73, -2.14], [3.95, -0.72, -0.77], [3.00, -0.73, 0.17], [3.43, -0.71, 1.41], [2.45, -0.37, 2.31], [1.33, 0.06, 1.98], [2.81, -0.51, 3.73], [1.81, -0.37, 4.70], [2.12, -0.50, 6.04], [3.43, -0.76, 6.42], [4.43, -0.89, 5.47], [4.12, -0.77, 4.13], [1.50, -1.05, -4.73], [3.58, -0.85, -6.04], [5.77, -0.59, -4.90], [5.88, -0.52, -2.45], [4.96, -0.67, -0.39], [0.80, -0.17, 4.38], [1.34, -0.40, 6.78], [3.67, -0.85, 7.47], [5.45, -1.09, 5.78], [4.89, -0.87, 3.38], [-0.13, 7.14, -0.42], [-0.35, 5.29, -0.34], [-1.64, 4.75, -0.16], [-1.82, 3.40, -0.08], [-0.71, 2.51, -0.20], [0.58, 3.09, -0.40], [0.76, 4.44, -0.46], [-0.77, 1.18, -0.15], [-2.00, 0.53, 0.20], [-1.47, -1.81, 0.52], [-2.56, -2.62, 0.25], [-2.28, -3.87, -0.27], [-0.96, -4.24, -0.50], [0.05, -3.34, -0.22], [-0.20, -2.13, 0.31], [-2.48, 5.43, -0.08], [-2.83, 3.02, 0.03], [1.43, 2.43, -0.49], [1.74, 4.87, -0.60], [-2.64, 1.16, 0.81], [-3.56, -2.27, 0.44], [-3.09, -4.56, -0.50], [-0.71, -5.21, -0.91], [1.09, -3.58, -0.39], [-8.61, 0.69, -1.73], [-6.90, 0.52, -1.53], [-6.10, 0.32, -2.65], [-4.74, 0.18, -2.49], [-4.17, 0.27, -1.21], [-4.99, 0.47, -0.10], [-6.36, 0.59, -0.26], [-2.71, 0.08, -1.10], [-2.03, -0.40, -1.98], [-1.68, -0.57, 1.06], [-6.56, 0.27, -3.63], [-4.10, 0.01, -3.34], [-4.58, 0.52, 0.90], [-7.01, 0.74, 0.60]],
  "charge": 1,
  "homo_lumo_gap_ev": [7.61, 5.95],
  "spin_multiplicity": 5,
  "e_lumo_ev": [-2.8, -4.9],
  "homo_ev": [-10.46, -10.85],
  "max_force_ev_per_a": 0.8
}

6.
{
  "formula": "C5H7NS",
  "method": "wB97M-V/def2-TZVPD",
  "elements": ["H", "N", "C", "C", "C", "C", "C", "S", "H", "H", "H", "H", "H", "H"],
  "coordinates": [[-3.64, 1.10, -0.36], [-2.74, 1.40, -0.04], [-1.79, 0.62, 0.08], [-0.19, 1.06, 0.26], [0.56, -0.05, 0.11], [2.01, 0.02, -0.17], [-0.03, -1.39, 0.26], [-1.82, -1.24, -0.11], [-0.07, 2.06, 0.14], [2.12, 0.00, -1.28], [2.80, -0.73, 0.13], [2.26, 1.10, 0.21], [0.59, -2.02, -0.45], [-0.07, -1.95, 1.25]],
  "de_lowest_kj_mol": 171.4,
  "homo_lumo_gap_ev": 9.68,
  "smiles": "[H]/N=C1/C=C(C)CS1",
  "e_lumo_ev": 0.8,
  "homo_ev": -8.91,
  "max_force_ev_per_a": 7.0
}

7.
{
  "formula": "H7O3",
  "method": "wB97M-V/def2-TZVPD",
  "elements": ["O", "H", "H", "O", "H", "H", "O", "H", "H", "H"],
  "coordinates": [[-1.65, 0.17, -0.30], [-2.39, 0.37, 0.29], [-1.77, 0.53, -1.19], [1.31, 1.06, 0.42], [2.29, 1.10, 0.49], [1.20, 1.99, 0.68], [0.33, -1.31, -0.27], [1.04, -0.85, 0.27], [0.23, -2.26, -0.13], [-0.58, -0.80, -0.25]],
  "charge": 1,
  "de_lowest_kj_mol": 53.8,
  "homo_lumo_gap_ev": 12.72,
  "e_lumo_ev": -3.8,
  "homo_ev": -16.49,
  "max_force_ev_per_a": 1.6
}

8.
{
  "formula": "C8H13N",
  "method": "wB97M-V/def2-TZVPD",
  "elements": ["C", "C", "C", "C", "C", "C", "C", "C", "H", "H", "H", "H", "H", "H", "H", "H", "H", "H", "H", "H", "H", "N"],
  "coordinates": [[2.36, 0.37, -1.34], [1.14, -0.26, -0.73], [1.00, -0.29, 0.82], [0.01, 0.78, -0.42], [-1.18, -0.12, 0.03], [-2.17, -0.50, -1.09], [-1.58, -0.15, 1.50], [-0.43, -0.99, 0.95], [2.94, -0.37, -1.91], [2.08, 1.15, -2.01], [3.05, 0.73, -0.55], [0.94, -1.22, -1.23], [1.72, -0.67, 1.50], [1.57, 1.64, 0.57], [-0.22, 1.52, -1.18], [-1.57, -0.69, -1.96], [-2.92, 0.27, -1.22], [-2.76, -1.43, -0.83], [-1.41, 0.62, 2.23], [-2.52, -0.74, 1.69], [-0.42, -2.09, 0.92], [0.66, 1.18, 0.81]],
  "de_lowest_kj_mol": 256.0,
  "homo_lumo_gap_ev": 10.25,
  "e_lumo_ev": 1.0,
  "homo_ev": -9.21,
  "max_force_ev_per_a": 2.4
}